# 1
The following is a DFT calculation (wB97M-V/def2-TZVPD) of a molecular structure, C15H42Cu2O17 at a distorted geometry.

```
76
Properties=species:S:1:pos:R:3:forces:R:3
Cu 1.770 0.454 2.606 -0.636 -0.132 -1.840
Cu 0.506 0.654 -3.198 0.039 -0.542 0.518
C 0.792 0.282 0.006 3.001 0.177 -1.376
O 0.697 1.455 0.513 -1.320 -0.305 0.800
O 0.192 -0.086 -1.081 -0.965 0.637 0.129
O 1.778 -0.448 0.409 -1.026 -0.322 1.527
C 2.603 -2.441 -2.541 0.519 -1.540 -0.002
C 3.879 -1.592 -2.715 -1.902 0.693 0.097
O 3.856 -0.576 -1.702 0.703 -0.393 -0.332
O 1.347 -1.784 -2.664 0.635 0.493 -0.167
H 2.705 -2.988 -1.597 -0.253 0.691 0.576
H 2.534 -3.332 -3.173 0.322 0.479 -0.811
H 3.880 -1.061 -3.671 0.037 -0.297 -0.274
H 4.760 -2.228 -2.657 0.058 0.094 0.307
H 2.947 -0.480 -1.399 0.126 0.009 0.407
H 1.132 -1.277 -1.854 -0.249 -0.259 0.126
C -2.477 -1.966 -0.363 0.374 -1.641 -0.318
C -3.722 -2.814 -0.739 0.295 1.086 1.938
O -3.703 -4.101 -0.148 0.495 -0.424 -0.488
O -2.614 -0.680 -0.897 -0.041 0.232 -0.119
H -1.587 -2.502 -0.716 0.052 0.236 -0.518
H -2.291 -2.006 0.719 -0.583 0.390 0.231
H -3.827 -2.866 -1.819 -0.211 -0.157 0.067
H -4.537 -2.303 -0.217 -0.427 0.408 -0.972
H -3.974 -3.998 0.766 0.025 -0.093 0.041
H -1.721 -0.339 -1.076 0.261 0.049 0.131
C 0.076 -5.165 2.223 0.535 0.959 -1.546
C 0.016 -3.931 1.287 0.297 -0.477 -0.231
O 1.298 -3.457 0.887 -0.140 -0.218 0.183
O 0.945 -4.991 3.322 -0.660 -0.236 0.337
H 0.460 -5.987 1.615 0.219 -0.024 0.071
H -0.966 -5.432 2.415 0.034 0.050 0.661
H -0.511 -3.065 1.696 -0.381 -0.369 0.347
H -0.489 -4.306 0.388 -0.439 0.137 0.069
H 1.111 -2.620 0.439 0.571 0.130 0.076
H 0.395 -4.821 4.092 0.165 0.204 0.068
C -0.944 -1.173 4.782 0.314 0.925 -0.893
C -1.737 -0.264 3.836 -1.132 0.175 -0.644
O -0.883 0.338 2.870 1.279 -0.081 0.145
O -0.215 -2.194 4.116 -0.443 0.044 0.093
H -1.581 -1.648 5.524 0.025 0.239 0.140
H -0.223 -0.460 5.195 -0.078 -0.260 0.771
H -2.235 0.577 4.328 0.379 -0.136 0.716
H -2.596 -0.718 3.334 0.350 -0.651 -0.107
H -1.119 0.147 1.958 -0.235 -0.134 0.083
H 0.641 -1.829 3.884 0.085 -0.304 -0.232
C -1.825 1.935 -3.620 1.073 -2.702 0.945
C -2.346 0.522 -3.987 -1.158 1.133 -0.794
O -1.327 -0.452 -3.894 0.138 0.258 0.481
O -0.589 2.280 -4.289 -1.463 0.493 -0.232
H -1.435 1.739 -2.616 -0.442 0.529 0.375
H -2.673 2.611 -3.525 0.438 0.641 -0.631
H -2.809 0.390 -4.971 0.213 0.595 -0.242
H -3.201 0.435 -3.308 0.342 -0.701 0.428
H -1.700 -1.275 -3.561 0.224 -0.031 0.160
H -0.855 2.655 -5.137 0.590 -0.098 -0.226
C 2.701 3.998 0.771 -0.305 0.516 1.653
C 3.801 4.743 1.562 1.081 -0.055 -1.812
O 4.823 5.050 0.595 0.431 0.521 0.327
O 3.139 2.707 0.434 0.168 -0.277 0.576
H 2.369 4.492 -0.145 0.386 0.545 0.080
H 1.837 4.062 1.450 -0.326 -0.767 -0.144
H 4.364 4.157 2.290 -0.609 -0.627 -0.052
H 3.531 5.648 2.115 -0.665 0.024 -0.319
H 4.537 5.819 0.094 -0.017 -0.049 -0.075
H 2.382 2.099 0.457 -0.071 0.263 -0.180
C -0.951 4.374 -0.538 -0.265 -1.752 -1.447
C -1.789 3.546 0.469 0.320 0.832 -0.419
O -1.092 3.144 1.613 0.184 0.268 0.496
O -0.010 3.484 -1.215 -0.254 0.405 1.081
H -0.473 5.270 -0.143 0.082 -0.145 0.275
H -1.567 4.617 -1.408 -0.564 0.716 0.489
H -2.141 2.637 -0.033 -0.325 0.237 -0.337
H -2.628 4.166 0.792 -0.133 -0.170 -0.003
H -0.498 2.421 1.352 0.071 0.066 0.075
H 0.059 2.744 -0.588 0.787 -0.211 -0.308
```
Positions in Å, forces in eV/Å.

ΔE to the lowest compared entry with this formula, charge and spin: 172.7 kJ/mol
LUMO level: -0.05438 Ha
Net charge: 0
Spin multiplicity: 1
Largest force on an atom: 3.3 eV/A
HOMO-LUMO gap: 7.8 eV


# 2
The following is a DFT calculation (wB97M-V/def2-TZVPD) of a single C24H23FN4O3 molecule.

```
55
Properties=species:S:1:pos:R:3:forces:R:3
O -0.146 2.120 0.372 -0.198 0.076 0.221
C 0.361 1.222 -0.277 -0.031 -0.057 -0.142
N 1.600 1.312 -0.806 0.135 0.135 -0.066
C 2.371 0.222 -1.359 0.266 -0.364 0.081
H 2.688 0.489 -2.373 -0.016 -0.078 0.044
C 3.607 -0.027 -0.484 -0.025 -0.287 -0.340
N 4.364 1.196 -0.341 -0.236 -0.165 0.074
C 5.629 1.270 -0.834 0.089 0.165 0.129
O 6.193 0.286 -1.274 0.277 -0.171 -0.128
C 6.284 2.619 -0.779 0.124 -0.036 -0.208
C 7.770 2.671 -0.970 -0.018 -0.045 -0.082
C 7.192 2.920 0.384 0.036 0.131 0.172
H 7.311 2.155 1.137 -0.003 -0.122 0.006
H 7.196 3.926 0.778 -0.022 0.065 -0.026
H 8.185 3.501 -1.520 -0.061 0.117 0.006
H 8.265 1.728 -1.143 -0.062 -0.093 0.010
H 5.694 3.431 -1.185 0.050 0.053 0.065
C 3.587 2.264 0.240 -0.181 0.299 -0.135
H 3.250 1.948 1.235 0.018 0.089 -0.044
C 2.359 2.532 -0.637 0.026 0.332 0.358
H 2.677 2.888 -1.623 0.022 0.010 0.044
H 1.704 3.271 -0.173 0.114 -0.062 -0.102
H 4.186 3.165 0.351 -0.011 -0.044 0.018
H 3.293 -0.378 0.506 -0.004 -0.012 -0.049
H 4.259 -0.772 -0.944 -0.121 0.056 0.105
H 1.770 -0.686 -1.402 0.048 0.093 -0.038
C -0.407 -0.036 -0.549 -0.216 0.010 -0.311
C -0.965 -0.736 0.513 0.016 -0.115 -0.206
C -1.787 -1.833 0.304 0.201 0.110 0.024
C -2.060 -2.232 -1.000 0.107 0.130 0.055
C -1.532 -1.542 -2.075 0.103 0.121 -0.080
C -0.718 -0.450 -1.839 0.007 -0.072 0.254
F -0.216 0.228 -2.894 -0.053 -0.059 0.116
H -1.748 -1.832 -3.091 -0.013 -0.012 -0.117
H -2.698 -3.086 -1.172 -0.095 -0.097 -0.043
C -2.396 -2.579 1.462 -0.086 -0.091 -0.043
C -3.875 -2.767 1.277 0.037 -0.467 0.088
N -4.279 -3.983 1.135 0.797 0.029 0.118
N -5.577 -4.233 0.959 -0.461 -0.104 -0.074
C -6.605 -3.318 0.905 0.074 -0.206 -0.009
O -7.751 -3.684 0.742 -0.211 0.055 -0.020
C -6.155 -1.930 1.057 0.305 0.313 0.040
C -7.090 -0.896 1.014 -0.012 -0.113 -0.006
C -6.679 0.411 1.152 -0.047 -0.073 -0.016
C -5.329 0.698 1.335 0.061 0.015 0.025
C -4.394 -0.312 1.383 0.020 -0.087 0.032
C -4.788 -1.648 1.243 -0.703 0.041 -0.072
H -3.353 -0.067 1.520 0.099 0.041 0.012
H -5.009 1.724 1.441 0.041 0.078 0.008
H -7.400 1.214 1.118 -0.063 0.055 -0.008
H -8.128 -1.155 0.871 -0.088 -0.011 -0.010
H -5.812 -5.215 0.864 -0.016 0.312 0.017
H -2.204 -2.043 2.394 0.063 -0.007 0.019
H -1.949 -3.573 1.535 -0.055 0.067 0.109
H -0.745 -0.400 1.517 -0.029 0.056 0.123
```
Positions in Å, forces in eV/Å.

ΔE to the lowest compared entry with this formula, charge and spin: 0.0 kJ/mol
LUMO level: 0.00805 Ha
Net charge: 0
Structure (SMILES): O=C(c1cc(Cc2n[nH]c(=O)c3ccccc23)ccc1F)N1CCN(C(=O)C2CC2)CC1
Spin multiplicity: 1
Largest force on an atom: 0.8 eV/A
HOMO-LUMO gap: 9.1 eV


# 3
The following is a DFT calculation (wB97M-V/def2-TZVPD) of 9 unconnected molecules or ions with the total composition C50H87BO16 at a distorted geometry.

```
154
Properties=species:S:1:pos:R:3:forces:R:3
C 5.530 2.579 5.424 -0.828 -0.933 1.104
O 4.661 3.267 4.494 1.415 0.174 -0.513
C 5.433 3.833 3.369 0.035 -0.862 1.029
C 6.008 5.230 3.861 0.535 0.310 0.367
C 6.049 6.429 2.821 0.710 1.060 -0.486
C 5.141 6.317 1.523 0.138 -0.372 -0.575
C 3.556 6.216 1.761 0.412 0.628 -0.447
C 3.040 6.586 3.230 -1.996 -0.181 -0.868
C 1.412 6.418 3.197 0.127 -0.457 0.659
C 0.956 4.990 3.842 -0.826 0.643 -0.740
C 1.385 3.795 2.868 0.408 -0.740 1.051
C 0.683 3.786 1.433 0.096 0.507 -1.723
O 0.731 4.597 0.480 -0.273 -3.115 3.765
O -0.086 2.572 1.300 0.892 1.656 -0.048
C 0.039 1.536 2.351 1.444 2.578 0.069
C 0.821 0.311 1.672 -1.327 -0.770 -0.400
C 1.722 0.707 0.411 0.478 -0.171 -0.075
C 2.959 -0.332 0.165 0.547 1.460 -0.592
C 4.281 0.419 0.701 1.840 -0.588 3.005
O 4.917 0.089 1.729 -2.591 0.842 -3.389
O 4.763 1.588 -0.003 -1.907 -1.132 1.311
C -1.442 1.321 2.914 -0.498 -0.905 -0.264
C -2.581 1.914 1.922 -0.822 -0.877 -1.126
O -3.152 1.177 1.087 1.809 2.756 2.992
C -2.958 3.475 2.105 -0.711 3.429 0.148
C -2.500 4.497 1.031 -1.234 0.685 1.774
C -2.758 6.016 1.116 -1.219 -2.519 2.837
C -3.525 6.572 2.338 0.890 -3.896 -0.788
C -4.027 5.554 3.401 1.469 -0.777 -2.281
C -3.768 4.025 3.316 1.522 2.093 -2.599
C 1.139 2.267 3.311 0.988 -1.114 -0.344
B 1.198 1.853 4.884 0.694 0.107 1.407
O 2.478 1.382 5.410 -2.471 -0.316 -1.428
O 0.095 1.874 5.810 1.359 -1.151 -1.481
C 0.036 0.516 6.364 0.753 -0.745 0.271
H 5.311 1.449 5.299 0.823 1.653 0.160
H 5.209 2.822 6.509 0.463 -0.172 -1.782
H 6.636 2.831 5.322 -1.473 -0.353 -0.094
H 4.708 3.852 2.493 0.953 0.363 1.073
H 6.247 3.037 3.154 -1.067 1.541 -0.084
H 7.086 5.058 4.248 -1.695 0.248 -0.617
H 5.417 5.575 4.784 0.670 -0.804 -1.441
H 7.144 6.546 2.463 -1.739 -0.178 0.420
H 5.803 7.445 3.335 0.370 -1.906 -0.680
H 5.353 7.212 0.825 -0.193 -1.308 1.254
H 5.457 5.387 0.908 -0.352 1.446 0.948
H 3.067 6.982 1.044 0.634 -1.293 1.155
H 3.219 5.191 1.372 0.196 1.493 0.885
H 3.389 5.895 4.066 -0.002 1.112 -1.148
H 3.226 7.696 3.430 0.219 -1.676 -0.064
H 1.055 6.524 2.119 0.323 -0.281 1.456
H 0.889 7.228 3.812 0.832 -1.023 -0.789
H 1.422 4.901 4.897 -0.573 -0.166 -1.814
H -0.186 4.972 3.971 1.542 0.097 -0.149
H 2.539 3.853 2.923 -1.848 0.115 -1.001
H 1.429 -0.240 2.466 -0.785 0.736 -0.956
H 0.016 -0.422 1.282 1.337 0.920 0.633
H 1.053 0.697 -0.510 0.950 0.234 1.241
H 2.219 1.742 0.500 -1.108 -1.446 -0.110
H 2.780 -1.332 0.680 0.604 1.433 -0.655
H 3.126 -0.465 -0.971 -0.411 0.075 1.827
H 4.683 2.369 0.604 0.398 -1.098 -0.496
H -1.598 0.180 2.992 -0.015 1.747 -0.158
H -1.640 1.771 3.942 0.712 -0.409 -1.330
H -1.929 4.094 0.117 -0.984 0.728 1.703
H -2.368 6.678 0.273 -0.662 -1.024 1.458
H -3.695 7.704 2.412 0.146 -2.053 0.094
H -4.615 5.973 4.280 0.910 -0.779 -1.309
H -4.147 3.305 4.128 0.631 1.404 -1.404
H 2.106 1.765 2.913 -1.319 0.832 0.692
H 2.857 0.763 4.749 0.152 0.939 0.493
H 0.740 0.458 7.272 -1.228 -0.079 -1.360
H -1.022 0.192 6.632 1.317 0.861 -0.364
H 0.426 -0.213 5.555 -0.677 0.794 1.441
C -3.594 -1.678 -2.984 0.171 -0.280 0.077
C -2.541 -1.625 -1.913 0.458 -0.510 0.053
O -1.909 -2.621 -1.592 -0.259 0.464 -0.086
C -2.294 -0.297 -1.250 0.220 -0.315 0.015
H -3.664 -2.695 -3.372 -0.016 0.217 0.030
H -4.563 -1.396 -2.568 0.058 0.151 -0.207
H -3.325 -1.009 -3.805 -0.163 0.135 0.092
H -3.203 0.046 -0.757 0.099 0.106 -0.232
H -1.967 0.434 -1.993 -0.204 0.084 0.015
H -1.509 -0.408 -0.498 -0.134 0.006 -0.070
C 4.682 2.422 -2.741 -0.040 0.331 -0.100
C 5.642 3.219 -3.584 -0.087 0.761 0.077
O 5.729 4.427 -3.472 0.011 -0.578 -0.059
C 6.490 2.461 -4.572 0.229 0.296 -0.162
H 4.138 3.096 -2.077 0.095 -0.097 -0.106
H 3.962 1.908 -3.383 0.094 -0.146 0.025
H 5.231 1.702 -2.135 -0.117 -0.049 -0.236
H 5.851 1.949 -5.294 0.068 -0.171 0.116
H 7.119 1.741 -4.046 -0.142 -0.138 -0.092
H 7.133 3.162 -5.108 -0.097 -0.073 0.086
C -8.469 -2.820 -1.488 -0.003 0.462 0.098
C -7.354 -2.878 -2.499 0.570 0.335 -0.313
O -6.728 -1.879 -2.808 -0.450 -0.275 0.209
C -7.043 -4.216 -3.110 0.415 0.857 -0.169
H -8.582 -1.794 -1.131 0.036 -0.120 -0.057
H -9.407 -3.135 -1.951 0.056 -0.199 0.123
H -8.234 -3.463 -0.638 -0.156 -0.135 -0.110
H -7.912 -4.591 -3.644 0.164 0.044 0.260
H -6.745 -4.920 -2.332 -0.278 -0.108 -0.113
H -6.218 -4.106 -3.818 -0.073 0.019 0.099
C -9.343 -8.537 -2.572 -0.164 0.328 0.246
C -8.382 -7.728 -3.402 0.126 0.560 -0.028
O -8.313 -6.517 -3.292 -0.492 -1.350 -0.052
C -7.508 -8.473 -4.374 0.104 0.386 -0.145
H -9.907 -7.869 -1.917 0.082 -0.070 -0.092
H -10.044 -9.064 -3.222 0.134 -0.170 0.061
H -8.792 -9.250 -1.954 -0.088 -0.142 -0.155
H -8.127 -8.996 -5.105 0.081 -0.229 0.131
H -6.875 -9.182 -3.836 -0.121 -0.138 -0.125
H -6.867 -7.763 -4.901 -0.048 -0.084 0.180
C -2.145 -7.541 -3.714 -0.409 -0.111 -0.240
C -3.301 -6.579 -3.657 -0.556 -0.138 -0.231
O -4.367 -6.836 -4.192 0.399 0.083 0.140
C -3.089 -5.286 -2.913 -0.409 -0.112 -0.195
H -2.440 -8.427 -4.281 0.050 0.109 0.080
H -1.296 -7.073 -4.215 0.086 -0.052 0.269
H -1.866 -7.849 -2.705 0.225 0.144 -0.094
H -2.282 -4.718 -3.378 0.107 -0.055 0.276
H -2.852 -5.492 -1.867 0.241 0.133 -0.086
H -4.004 -4.692 -2.953 0.104 -0.154 0.028
C 2.319 -9.513 -2.267 -0.121 0.366 0.113
C 1.278 -9.761 -3.327 -0.502 0.497 -0.160
O 0.429 -8.929 -3.586 0.517 -0.469 0.123
C 1.329 -11.080 -4.052 -0.314 0.059 -0.238
H 2.161 -8.525 -1.829 0.000 -0.131 -0.079
H 2.233 -10.263 -1.479 0.188 -0.069 -0.097
H 3.316 -9.543 -2.711 0.002 -0.190 0.113
H 1.199 -11.900 -3.343 0.214 -0.024 -0.047
H 2.282 -11.180 -4.576 0.031 -0.146 0.163
H 0.521 -11.120 -4.786 0.102 0.030 0.108
C 7.158 11.590 3.915 -0.191 -0.063 -0.348
C 6.508 10.499 4.724 -0.507 -0.446 -0.303
O 5.672 9.762 4.235 0.379 0.341 0.233
C 6.934 10.355 6.161 -0.232 -0.311 0.101
H 6.756 11.576 2.899 0.039 -0.023 0.147
H 6.944 12.563 4.362 0.213 -0.019 0.053
H 8.236 11.425 3.866 -0.005 0.172 0.136
H 6.709 11.273 6.709 0.220 0.015 -0.011
H 8.002 10.136 6.212 0.002 0.208 0.072
H 6.384 9.531 6.620 0.060 0.107 -0.088
C -5.915 -8.288 -7.601 -0.321 -0.028 0.082
C -5.488 -9.727 -7.489 -0.522 -0.474 0.235
O -6.269 -10.593 -7.139 0.371 0.392 -0.146
C -4.058 -10.054 -7.828 0.011 -0.395 0.076
H -6.968 -8.201 -7.328 0.148 -0.032 -0.063
H -5.324 -7.672 -6.920 0.086 0.065 -0.152
H -5.791 -7.943 -8.630 0.165 0.100 0.085
H -3.385 -9.515 -7.157 0.022 0.128 -0.177
H -3.851 -9.787 -8.866 0.112 0.160 0.101
H -3.892 -11.126 -7.702 -0.055 0.137 -0.012
```
Positions in Å, forces in eV/Å.

ΔE to the lowest compared entry with this formula, charge and spin: 880.1 kJ/mol
LUMO level: 0.01635 Ha
Net charge: 0
Structure (SMILES): COCCCCCCCC[C@@H]1C(=O)O[C@](CCCC(=O)O)(CC(=O)c2ccccc2)[C@@H]1B(O)OC.CC(C)=O.CC(C)=O.CC(C)=O.CC(C)=O.CC(C)=O.CC(C)=O.CC(C)=O.CC(C)=O
Spin multiplicity: 1
Largest force on an atom: 4.9 eV/A
HOMO-LUMO gap: 9.3 eV


# 4
The following is a DFT calculation (wB97M-V/def2-TZVPD) of a single C6H12O2Si molecule at a distorted geometry.

```
21
Properties=species:S:1:pos:R:3:forces:R:3
C -1.790 -1.096 0.005 -0.661 0.835 -0.306
C 0.566 0.695 0.949 -0.880 -2.386 2.093
C -1.981 0.349 -0.178 1.804 0.968 -0.195
C -3.095 1.059 0.431 -0.018 0.286 1.551
C 1.958 -2.126 0.631 -0.899 1.235 -0.734
C 1.560 -0.076 -1.916 -0.827 -3.501 0.155
O -2.695 -1.830 0.284 -0.942 -0.448 0.474
O -0.593 -1.566 -0.221 2.287 -0.106 -1.003
Si 0.904 -0.682 -0.221 0.853 -1.760 1.090
H 0.730 1.666 0.681 0.390 2.586 -0.689
H 0.431 0.570 2.083 0.058 -0.006 -1.906
H -1.538 0.823 -1.060 0.122 -0.383 0.231
H -3.902 0.364 0.258 -1.013 0.254 0.394
H -3.252 2.062 0.117 -0.339 0.581 -1.590
H -3.013 1.372 1.495 0.151 -1.399 -0.022
H 2.832 -1.689 1.093 0.473 0.081 0.002
H 1.297 -2.410 1.462 0.190 -0.395 -0.342
H 2.262 -2.974 -0.019 -0.440 0.549 0.481
H 0.588 -0.075 -2.442 0.683 0.205 -0.571
H 2.070 0.825 -1.997 0.505 1.917 0.227
H 2.289 -0.845 -2.376 -1.496 0.886 0.661
```
Positions in Å, forces in eV/Å.

ΔE to the lowest compared entry with this formula, charge and spin: 274.9 kJ/mol
LUMO level (spin up / spin down): -0.02601 / -0.01427 Ha
Net charge: 0
Spin multiplicity: 1
Largest force on an atom: 3.6 eV/A
HOMO-LUMO gap (spin up / spin down): 7.9 / 8.8 eV


> The highest largest force on an atom belongs to which entry?

C50H87BO16